(1)
Here is a molecular structure, C29H33N7NaO2 from the OMol25 dataset. Energies are from the ωB97M-V functional and the def2-TZVPD basis.

Last column: Mulliken charge in e.
Geometry (Å):
Na  0.198  -0.148  0.077  0.88
C  4.830  1.072  0.628  -1.90
C  3.324  1.097  0.658  0.64
N  2.592  0.818  -0.340  0.17
C  3.125  0.352  -1.603  -0.72
C  2.106  0.603  -2.726  -1.15
N  0.758  0.311  -2.269  0.38
C  -0.222  -0.010  -3.287  -1.07
C  -1.616  -0.119  -2.666  -0.68
N  -1.643  -0.990  -1.494  0.11
C  -2.957  -1.106  -0.850  -1.15
C  -2.837  -1.254  0.670  -0.48
N  -2.360  0.015  1.197  -0.15
C  -1.843  0.111  2.346  0.44
C  -1.806  -1.014  3.354  -1.87
C  0.354  1.067  2.980  0.45
C  1.003  1.401  4.269  -1.33
C  2.316  1.615  4.341  -0.90
C  3.160  1.549  3.149  -0.65
C  2.600  1.329  1.956  0.51
N  1.210  1.174  1.790  0.42
H  5.212  1.835  -0.055  0.37
H  5.173  0.102  0.262  0.35
H  5.271  1.237  1.606  0.38
H  4.099  0.778  -1.874  0.42
H  3.251  -0.732  -1.493  0.33
H  2.353  -0.050  -3.569  0.43
H  2.201  1.636  -3.094  0.39
H  0.409  1.092  -1.704  0.12
H  0.054  -0.962  -3.759  0.43
H  -0.277  0.735  -4.098  0.39
H  -2.326  -0.427  -3.450  0.41
H  -1.916  0.872  -2.315  0.27
H  -1.249  -1.901  -1.703  0.20
H  -3.565  -1.914  -1.280  0.40
H  -3.484  -0.166  -1.026  0.38
H  -2.142  -2.074  0.904  0.26
H  -3.809  -1.530  1.098  0.43
H  -1.278  -0.730  4.265  0.37
H  -1.296  -1.886  2.942  0.25
H  -2.828  -1.305  3.615  0.50
H  0.374  1.481  5.148  0.40
H  2.776  1.846  5.294  0.40
H  4.226  1.693  3.249  0.26
O  -0.615  1.756  -0.197  0.21
C  -1.152  2.703  0.464  -0.10
C  -1.517  3.928  -0.174  -1.37
C  -2.094  4.989  0.495  -0.41
C  -2.348  4.917  1.863  -0.99
C  -2.007  3.736  2.516  -0.50
C  -1.424  2.642  1.886  -0.06
C  -1.147  1.427  2.759  0.68
N  0.662  -0.161  2.291  1.38
N  1.513  -1.116  2.847  -1.33
C  1.678  -2.044  1.902  0.09
O  1.369  -1.975  0.687  -0.95
C  2.215  -3.352  2.451  0.36
C  2.517  -3.529  3.799  -0.20
C  2.991  -4.751  4.255  -0.69
C  3.166  -5.812  3.372  -0.34
C  2.864  -5.640  2.028  -0.63
C  2.395  -4.413  1.573  -0.37
H  -1.314  3.989  -1.238  0.33
H  -2.346  5.891  -0.055  0.38
H  -2.799  5.742  2.401  0.36
H  -2.206  3.658  3.583  0.25
H  -1.529  1.672  3.757  0.77
H  2.370  -2.695  4.472  0.45
H  3.224  -4.879  5.306  0.37
H  3.534  -6.766  3.731  0.36
H  2.995  -6.461  1.333  0.38
H  2.155  -4.249  0.530  0.45

## Properties
- energy above the lowest of the compared OMol25 structures with the same formula, charge and spin (kcal/mol) = 0.0
- LUMO (eV) = 2.12
- HOMO energy (eV) = -3.412
- gap between HOMO and LUMO (eV) = 5.53
- calculated total energy (hartree) = -1820.949637
- charge = -1
- spin multiplicity = 1

---

(2)
Here is a single C23H31N3O4S molecule from the OMol25 dataset. Energies are from the ωB97M-V functional and the def2-TZVPD basis.

Last column: natural (NBO) charge in e.
Geometry (Å):
C  4.274  4.657  0.047  -0.25
H  4.604  5.679  0.222  0.20
H  3.874  4.570  -0.967  0.18
H  3.494  4.397  0.768  0.18
O  5.421  3.855  0.219  -0.49
C  5.300  2.515  0.039  0.28
C  4.119  1.856  -0.287  -0.27
C  4.106  0.485  -0.448  -0.37
C  5.257  -0.280  -0.284  0.37
C  6.443  0.386  0.033  -0.29
C  6.460  1.756  0.191  -0.22
H  7.379  2.266  0.435  0.23
H  7.362  -0.163  0.159  0.22
O  5.142  -1.624  -0.426  -0.51
C  6.315  -2.406  -0.456  -0.25
H  6.821  -2.407  0.515  0.18
H  5.983  -3.416  -0.691  0.21
H  7.006  -2.063  -1.231  0.18
S  2.525  -0.236  -0.907  2.32
O  2.716  -1.324  -1.821  -0.93
O  1.688  0.851  -1.339  -0.95
N  1.958  -0.749  0.591  -0.67
C  0.595  -0.365  0.890  -0.23
H  0.502  0.671  0.572  0.24
C  -0.404  -1.261  0.146  -0.06
N  -1.810  -0.938  0.399  -0.45
C  -2.115  0.462  0.640  -0.23
H  -1.907  1.087  -0.245  0.17
C  -3.590  0.588  1.017  -0.21
N  -4.431  0.099  -0.052  -0.47
C  -5.726  0.581  -0.189  0.27
C  -5.959  1.961  -0.171  -0.28
C  -7.225  2.472  -0.364  -0.19
C  -8.300  1.628  -0.591  -0.25
C  -8.084  0.263  -0.620  -0.19
C  -6.820  -0.258  -0.419  -0.30
H  -6.693  -1.330  -0.426  0.21
H  -8.912  -0.411  -0.791  0.21
H  -9.290  2.031  -0.744  0.21
H  -7.374  3.543  -0.347  0.21
H  -5.134  2.642  -0.027  0.21
C  -4.127  -1.282  -0.337  -0.21
C  -2.646  -1.398  -0.698  -0.22
H  -2.456  -0.808  -1.611  0.17
H  -2.419  -2.443  -0.911  0.20
H  -4.337  -1.932  0.528  0.18
H  -4.716  -1.616  -1.192  0.21
H  -3.762  -0.006  1.931  0.18
H  -3.824  1.629  1.236  0.21
H  -1.522  0.825  1.479  0.20
C  -0.139  -2.708  0.583  -0.39
C  1.301  -3.103  0.270  -0.43
C  2.271  -2.123  0.926  -0.24
H  3.287  -2.310  0.586  0.24
H  2.231  -2.213  2.018  0.20
H  1.504  -4.115  0.627  0.21
H  1.465  -3.074  -0.808  0.23
H  -0.824  -3.390  0.079  0.21
H  -0.328  -2.780  1.657  0.20
H  -0.164  -1.154  -0.928  0.18
H  0.449  -0.440  1.972  0.20
H  3.188  2.371  -0.449  0.25

## Properties
- energy above the lowest of the compared OMol25 structures with the same formula, charge and spin (kcal/mol) = 83.9
- LUMO (eV) = 0.66
- HOMO energy (eV) = -7.666
- gap between HOMO and LUMO (eV) = 8.32
- calculated total energy (hartree) = -1758.390374
- spin multiplicity = 1
- structure (SMILES) = COc1ccc(OC)c(S(=O)(=O)N2CCC[C@@H](N3CCN(c4ccccc4)CC3)C2)c1

---

(3)
Here is a molecular structure, C27H22BrN6O2PdS2 from the OMol25 dataset. Energies are from the ωB97M-V functional and the def2-TZVPD basis.

Last column: natural (NBO) charge in e.
Geometry (Å):
Pd  -0.699  -0.470  0.093  1.09
C  2.610  5.339  -2.062  -0.64
C  1.874  4.039  -2.211  0.02
C  0.820  3.910  -3.111  -0.21
C  0.150  2.706  -3.257  -0.20
C  0.541  1.619  -2.492  -0.28
C  1.599  1.712  -1.600  -0.20
C  2.256  2.923  -1.466  -0.21
S  -0.431  0.159  -2.610  2.27
O  -1.542  0.367  -1.563  -0.95
O  -0.917  -0.022  -3.940  -0.90
N  0.439  -0.979  -1.978  -0.97
C  -0.130  -2.257  -2.117  0.35
C  -0.211  -2.942  -3.327  -0.25
C  -0.786  -4.198  -3.328  -0.14
C  -1.247  -4.747  -2.137  -0.27
C  -1.111  -4.000  -0.984  0.04
N  -0.562  -2.784  -0.967  -0.50
H  2.020  6.176  -2.433  0.22
H  3.545  5.318  -2.624  0.24
H  2.864  5.528  -1.018  0.22
H  0.520  4.760  -3.711  0.22
H  -0.661  2.609  -3.967  0.24
H  1.906  0.845  -1.030  0.24
H  3.086  3.002  -0.774  0.22
H  0.158  -2.486  -4.233  0.24
H  -0.872  -4.750  -4.255  0.23
H  -1.697  -5.728  -2.103  0.23
H  -1.444  -4.386  -0.026  0.19
N  -0.914  -2.842  3.450  -0.50
C  0.469  -2.924  3.383  0.10
C  1.399  -3.625  4.142  -0.22
C  2.718  -3.502  3.759  -0.19
C  3.100  -2.719  2.658  -0.20
C  2.175  -2.020  1.912  -0.22
C  0.842  -2.122  2.302  0.17
N  -0.304  -1.562  1.762  -0.47
C  -1.323  -2.027  2.455  0.37
C  -2.688  -1.678  2.089  0.12
C  -3.880  -2.165  2.528  -0.43
S  -5.150  -1.461  1.626  0.53
C  -4.012  -0.569  0.720  -0.12
N  -2.779  -0.763  1.073  -0.48
H  -1.505  -3.271  4.141  0.43
H  1.112  -4.241  4.983  0.23
H  3.481  -4.030  4.316  0.23
H  4.146  -2.669  2.389  0.23
H  2.460  -1.423  1.057  0.24
H  -4.075  -2.895  3.296  0.26
H  -4.301  0.101  -0.075  0.25
Br  1.327  1.173  2.794  0.09
C  0.324  2.357  1.720  0.17
C  0.581  3.713  1.852  -0.28
C  -0.131  4.588  1.056  -0.13
C  -1.070  4.073  0.177  -0.24
C  -1.252  2.706  0.124  0.05
N  -0.564  1.837  0.883  -0.52
H  1.322  4.055  2.559  0.25
H  0.044  5.654  1.125  0.23
H  -1.657  4.713  -0.466  0.24
H  -1.969  2.270  -0.556  0.23

## Properties
- LUMO (spin up / spin down) (eV) = -3.38 / -3.45
- HOMO energy (spin up / spin down) (eV) = -11.025 / -11.118
- gap between HOMO and LUMO (spin up / spin down) (eV) = 7.64 / 7.66
- calculated total energy (hartree) = -5019.196473
- charge = +1
- spin multiplicity = 1

---

(4)
Here is a single CH3FN2O molecule from the OMol25 dataset. Energies are from the ωB97M-V functional and the def2-TZVPD basis.

Last column: natural (NBO) charge in e.
Geometry (Å):
C  0.197  -0.445  -0.035  0.73
N  -1.180  -0.271  0.039  -0.87
N  0.871  0.766  -0.051  -0.25
O  0.692  -1.538  -0.068  -0.59
F  2.180  0.765  0.348  -0.20
H  -1.644  0.448  -0.598  0.40
H  -1.451  -1.312  -0.143  0.42
H  0.336  1.586  0.507  0.37

## Properties
- energy above the lowest of the compared OMol25 structures with the same formula, charge and spin (kcal/mol) = 35.8
- LUMO (eV) = 0.63
- HOMO energy (eV) = -10.575
- gap between HOMO and LUMO (eV) = 11.21
- calculated total energy (hartree) = -324.449293
- spin multiplicity = 1
- structure (SMILES) = NC(=O)NF